Below is C4H5NO in the gas phase, with properties calculated with the ωB97M-V functional and the def2-TZVPD basis.

XYZ file:
```
11
Properties=species:S:1:pos:R:3:mulliken_charge:R:1
C 1.465 -0.418 0.993 -1.042
C 0.199 -0.115 0.271 0.710
C -0.967 -0.783 0.041 -0.672
C -1.627 0.211 -0.806 -0.291
N -0.879 1.436 -0.929 -0.176
O 0.226 1.165 -0.352 -0.058
H 1.879 0.473 1.475 0.312
H 1.252 -1.172 1.752 0.300
H 2.222 -0.824 0.313 0.240
H -1.189 0.073 -1.845 0.266
H -2.704 0.298 -0.963 0.412
```

Calculated values
Total energy (Eh): -285.20326
Energy above the lowest of the compared OMol25 structures with the same formula, charge and spin (eV): 5.750
F_max (eV/Å): 0.7
M (Da): 83.09
Frontier orbital gap (spin up / spin down) (hartree): 0.291 / 0.291



Below is a gas-phase ion, C3H7N2O2 (charge +1) at a distorted geometry, with properties calculated with the ωB97M-V functional and the def2-TZVPD basis.

XYZ file:
```
14
Properties=species:S:1:pos:R:3:mulliken_charge:R:1
C 0.530 1.222 0.384 -0.794
N -0.065 -0.079 0.242 0.052
C 0.231 -1.277 0.750 -0.191
N -0.519 -2.250 0.255 0.029
O -1.396 -1.792 -0.742 -0.344
C -0.851 -0.178 -0.983 -0.031
O 0.006 -0.038 -1.991 -0.404
H 0.481 1.416 1.492 0.382
H -0.080 2.027 -0.149 0.316
H 1.692 1.301 0.063 0.281
H 0.876 -1.531 1.471 0.528
H -0.260 -3.225 0.117 0.292
H -1.792 0.386 -0.801 0.495
H -0.454 0.142 -2.793 0.388
```

Calculated values
Total energy (Eh): -378.14443
Charge: +1
SMILES: C[N+]1=CNO[C@@H]1O
Energy above the lowest of the compared OMol25 structures with the same formula, charge and spin (eV): 2.977
F_max (eV/Å): 4.5
M (Da): 103.10
Frontier orbital gap (hartree): 0.385



Below is C4H7N3O in the gas phase at a distorted geometry, with properties calculated with the ωB97M-V functional and the def2-TZVPD basis.

XYZ file:
```
15
Properties=species:S:1:pos:R:3:mulliken_charge:R:1
C 2.592 1.949 -0.090 -0.217
N 1.615 1.189 -0.196 -0.182
N 0.935 1.160 -1.376 -0.520
C -0.193 0.588 -1.350 0.270
O -0.526 -0.043 -0.240 -0.031
N -1.500 -0.996 -0.417 -0.574
C -1.616 -1.704 0.793 0.222
C -1.139 -1.887 2.215 -0.874
H 2.969 2.975 -0.696 0.236
H 3.060 1.581 0.849 0.243
H -0.973 0.662 -2.233 0.348
H -2.636 -2.532 0.731 0.187
H -0.483 -1.045 2.323 0.300
H -2.010 -1.580 2.936 0.255
H -0.934 -2.862 2.524 0.337
```

Calculated values
Total energy (Eh): -395.88345
SMILES: C=N/N=C\O/N=C\C
Energy above the lowest of the compared OMol25 structures with the same formula, charge and spin (eV): 7.210
F_max (eV/Å): 7.2
M (Da): 113.12
Frontier orbital gap (hartree): 0.342



Below is C6H8ClF in the gas phase at a distorted geometry, with properties calculated with the ωB97M-V functional and the def2-TZVPD basis.

XYZ file:
```
16
Properties=species:S:1:pos:R:3:mulliken_charge:R:1
C -0.468 2.557 -0.219 -0.917
C 0.103 1.362 -0.322 0.479
F 0.974 1.138 -1.366 -0.304
C -0.228 0.143 0.409 -0.163
C 0.914 -0.892 0.344 -1.285
C -1.459 -0.287 -0.306 0.446
C -1.506 -0.713 -1.520 -0.763
Cl -2.864 0.240 0.475 -0.192
H -0.171 3.372 -0.814 0.332
H -1.213 2.546 0.470 0.312
H -0.513 0.322 1.462 0.459
H 1.367 -0.877 -0.612 0.362
H 1.541 -0.476 1.151 0.359
H 0.455 -1.903 0.675 0.278
H -2.500 -0.570 -1.997 0.273
H -0.610 -0.748 -2.070 0.325
```

Calculated values
Total energy (Eh): -793.40006
SMILES: C=C(F)[C@H](C)C(=C)Cl
Energy above the lowest of the compared OMol25 structures with the same formula, charge and spin (eV): 1.793
F_max (eV/Å): 3.3
M (Da): 134.58
Frontier orbital gap (hartree): 0.375



Below is 2 unconnected molecules or ions with the total composition C3H11NO3 at a distorted geometry, with properties calculated with the ωB97M-V functional and the def2-TZVPD basis.

XYZ file:
```
18
Properties=species:S:1:pos:R:3:mulliken_charge:R:1
N 0.928 -0.727 -0.765 -0.758
C 1.440 0.006 0.417 0.553
C 0.745 -0.472 1.684 -0.789
O 1.226 -1.693 2.258 -0.500
C 1.176 1.497 0.237 -0.731
O 2.267 2.006 -0.556 -0.502
H 1.054 -1.735 -0.711 0.253
H 1.594 -0.473 -1.495 0.253
H 2.513 -0.181 0.592 0.255
H 0.889 0.349 2.394 0.323
H -0.345 -0.549 1.551 0.332
H 1.247 -2.266 1.468 0.311
H 0.291 1.560 -0.415 0.347
H 0.918 1.979 1.181 0.372
H 2.270 2.940 -0.407 0.281
O -6.174 -0.722 -2.876 -0.636
H -6.338 -0.112 -2.130 0.321
H -5.700 -1.409 -2.429 0.315
```

Calculated values
Total energy (Eh): -401.33620
SMILES: NC(CO)CO.O
Energy above the lowest of the compared OMol25 structures with the same formula, charge and spin (eV): 2.091
F_max (eV/Å): 2.2
M (Da): 109.12
Frontier orbital gap (hartree): 0.394



Below is 2 unconnected molecules or ions with the total composition C3H6BrO2S at a distorted geometry, with properties calculated with the ωB97M-V functional and the def2-TZVPD basis.

XYZ file:
```
13
Properties=species:S:1:pos:R:3:mulliken_charge:R:1
C 0.472 0.220 1.184 -1.120
C -0.226 0.026 -1.303 -1.117
C 0.135 0.908 -0.115 0.084
O -2.571 2.525 -1.327 -0.502
O -3.055 1.556 0.931 -0.530
S -2.184 2.379 0.063 0.620
Br 1.700 2.058 -0.561 -0.367
H 1.291 -0.452 1.130 0.414
H 0.426 0.912 2.032 0.316
H -0.482 -0.439 1.481 0.221
H -0.688 0.498 -2.161 0.324
H -1.003 -0.610 -1.042 0.363
H 0.709 -0.519 -1.713 0.295
```

Calculated values
Total energy (Eh): -3240.58351
Charge: -1
Energy above the lowest of the compared OMol25 structures with the same formula, charge and spin (eV): 0.789
F_max (eV/Å): 4.2
M (Da): 186.05
Frontier orbital gap (spin up / spin down) (hartree): 0.228 / 0.228



Below is C4H9NO in the gas phase at a distorted geometry, with properties calculated with the ωB97M-V functional and the def2-TZVPD basis.

XYZ file:
```
15
Properties=species:S:1:pos:R:3:mulliken_charge:R:1
C -0.207 -1.097 1.229 -1.070
C 0.605 -1.162 -0.007 -0.492
N 0.049 -0.424 -1.118 -0.163
C -0.444 0.865 -1.173 0.541
C -0.012 1.732 -0.037 -0.852
O -1.097 1.270 -2.098 -0.619
H 0.124 -1.803 1.962 0.371
H -1.219 -1.407 0.884 0.270
H -0.221 -0.178 1.680 0.353
H 1.583 -0.670 0.252 0.261
H 0.821 -2.201 -0.478 0.343
H -0.261 -0.988 -1.894 0.247
H 0.716 1.288 0.680 0.277
H 0.429 2.686 -0.380 0.290
H -0.867 2.091 0.498 0.245
```

Calculated values
Total energy (Eh): -287.80051
SMILES: CCNC(C)=O
Energy above the lowest of the compared OMol25 structures with the same formula, charge and spin (eV): 0.869
F_max (eV/Å): 4.0
M (Da): 87.12
Frontier orbital gap (hartree): 0.385



Below is 2 unconnected molecules or ions with the total composition C3H11NO at a distorted geometry, with properties calculated with the ωB97M-V functional and the def2-TZVPD basis.

XYZ file:
```
16
Properties=species:S:1:pos:R:3:mulliken_charge:R:1
N 1.613 -1.211 -0.719 -0.358
C 1.957 0.134 -0.455 -0.341
O 3.331 0.433 -0.553 -0.518
H 1.580 -1.697 -1.594 0.144
H 1.282 -1.803 0.012 0.187
H 1.365 0.792 -1.099 0.296
H 1.626 0.378 0.552 0.275
H 3.746 -0.016 0.191 0.315
C -2.607 0.758 0.087 -0.959
C -1.524 -0.031 0.823 -0.318
H -3.564 0.701 0.598 0.307
H -2.729 0.416 -0.931 0.296
H -2.342 1.817 0.059 0.280
H -0.537 0.193 0.424 -0.177
H -1.556 0.242 1.880 0.291
H -1.643 -1.106 0.727 0.281
```

Calculated values
Total energy (Eh): -250.86575
SMILES: NCO.CC
Energy above the lowest of the compared OMol25 structures with the same formula, charge and spin (eV): 0.841
F_max (eV/Å): 1.3
M (Da): 77.13
Frontier orbital gap (hartree): 0.377



Below is 2 unconnected molecules or ions with the total composition C3H12NO at a distorted geometry, with properties calculated with the ωB97M-V functional and the def2-TZVPD basis.

XYZ file:
```
17
Properties=species:S:1:pos:R:3:mulliken_charge:R:1
C -0.044 -0.443 0.225 -0.535
C -0.133 -0.531 -1.281 -0.458
C -0.142 0.862 -1.905 -1.264
N 0.088 -1.875 0.804 -0.296
H 0.887 0.038 0.486 0.307
H -0.922 -0.087 0.710 0.383
H -1.009 -1.066 -1.663 0.394
H 0.684 -1.132 -1.681 0.384
H 0.812 1.394 -1.866 0.341
H -0.401 0.812 -2.953 0.358
H -0.810 1.511 -1.343 0.318
H -0.488 -2.515 0.249 0.352
H 1.033 -2.238 0.870 0.344
H -0.359 -1.889 1.723 0.375
H 0.124 2.694 1.289 0.318
H 0.706 1.907 2.512 0.313
O 0.078 1.864 1.780 -0.633
```

Calculated values
Total energy (Eh): -251.24074
Charge: +1
Energy above the lowest of the compared OMol25 structures with the same formula, charge and spin (eV): 0.806
F_max (eV/Å): 2.2
M (Da): 78.13
Frontier orbital gap (hartree): 0.426



Below is a molecular structure, C3H4O3Tm at a distorted geometry, with properties calculated with the ωB97M-V functional and the def2-TZVPD basis.

XYZ file:
```
11
Properties=species:S:1:pos:R:3:mulliken_charge:R:1
O -1.599 -0.877 -1.136 -0.704
C -0.322 -1.078 -1.341 1.126
O 0.162 -1.322 -2.463 -0.635
C 1.458 2.471 1.281 -0.656
C 2.291 1.687 0.573 -0.308
O 0.408 -0.979 -0.252 -0.576
Tm -1.393 -0.664 1.103 0.773
H 1.510 2.512 2.371 0.278
H 0.801 3.190 0.783 0.256
H 3.012 1.035 1.071 0.228
H 2.317 1.725 -0.518 0.217
```

Calculated values
Total energy (Eh): -1427.54675
Multiplicity: 4
Energy above the lowest of the compared OMol25 structures with the same formula, charge and spin (eV): 0.000
F_max (eV/Å): 4.7
M (Da): 257.00
⟨S²⟩: 3.753
Frontier orbital gap (spin up / spin down) (hartree): 0.246 / 0.240



Below is a molecular structure, C5H7NOS at a distorted geometry, with properties calculated with the ωB97M-V functional and the def2-TZVPD basis.

XYZ file:
```
15
Properties=species:S:1:pos:R:3:mulliken_charge:R:1
C 0.309 -1.149 -0.016 0.094
C -0.461 0.021 -0.981 -0.418
C 0.242 1.257 -0.506 -0.570
C -0.205 -0.315 0.983 -0.127
C -1.383 -0.114 0.039 -0.046
H 2.183 -0.884 0.216 0.345
H -0.466 -2.060 -0.216 0.333
H -0.616 -0.139 -2.011 0.532
H 1.156 1.651 -1.090 0.294
H -0.349 2.134 -0.591 0.356
H 0.637 1.550 1.477 0.230
H -0.377 -0.789 1.954 0.454
N 0.688 0.801 0.872 -0.563
O 1.575 -1.531 -0.220 -0.585
S -2.933 -0.433 0.090 -0.327
```

Calculated values
Total energy (Eh): -722.77125
Energy above the lowest of the compared OMol25 structures with the same formula, charge and spin (eV): 3.995
F_max (eV/Å): 7.6
M (Da): 129.18
Frontier orbital gap (hartree): 0.306



Below is a molecular structure, C14H21F5IO2P2Pd at a distorted geometry, with properties calculated with the ωB97M-V functional and the def2-TZVPD basis.

XYZ file:
```
46
Properties=species:S:1:pos:R:3:mulliken_charge:R:1
C 0.297 1.379 -2.819 -1.085
I 3.556 -0.769 -1.787 0.204
H -0.678 1.890 -2.818 0.420
H 0.357 0.690 -3.671 0.350
H 1.107 2.120 -2.885 0.325
Pd 1.090 0.166 -1.289 -0.665
P -0.820 -1.246 -1.583 1.236
C -0.160 -2.939 -1.776 -1.242
C -2.122 -1.559 -0.350 -1.152
H -2.943 -2.130 -0.803 0.519
H -2.352 -1.890 -3.329 0.471
H -2.502 -0.606 0.025 0.389
H -2.575 -0.177 -2.840 0.394
H 0.120 -3.301 -0.778 0.296
H -1.701 -2.116 0.489 0.129
C -1.836 -0.956 -3.068 -1.210
H -0.935 -3.586 -2.206 0.456
H -1.212 -0.622 -3.902 0.430
H 0.730 -2.904 -2.416 0.361
P 0.975 2.015 0.201 1.334
C 2.642 2.160 0.948 -1.351
C 0.634 3.642 -0.526 -1.207
H -1.090 2.362 1.397 0.443
H 0.328 2.790 2.389 0.498
H -0.117 1.065 2.139 -0.193
C -0.079 2.061 1.681 -0.789
H -0.452 3.760 -0.615 0.391
H 1.034 4.424 0.132 0.438
H 2.670 3.065 1.569 0.470
H 3.389 2.199 0.144 0.351
H 1.082 3.721 -1.520 0.431
H 2.827 1.269 1.560 0.401
C 1.575 -0.922 0.246 0.384
O 2.091 -1.580 1.048 -0.250
F -1.537 -3.803 6.553 -0.152
C -1.271 -3.095 5.437 0.486
C -0.569 -3.705 4.392 0.194
F -0.152 -4.983 4.505 -0.135
C -0.314 -2.999 3.236 0.490
F 0.328 -3.567 2.196 -0.162
C -0.682 -1.627 3.066 0.128
O -0.376 -0.995 2.009 -0.081
C -1.419 -1.063 4.153 0.241
F -1.840 0.211 3.993 -0.135
C -1.689 -1.770 5.305 0.280
F -2.368 -1.182 6.315 -0.127
```

Calculated values
Total energy (Eh): -2302.89979
Multiplicity: 5
Charge: +3
Energy above the lowest of the compared OMol25 structures with the same formula, charge and spin (eV): 0.000
F_max (eV/Å): 5.5
M (Da): 611.58
⟨S²⟩: 6.033
Frontier orbital gap (spin up / spin down) (hartree): 0.280 / 0.141